Entry 1:
The following is a DFT calculation (the ωB97M-V functional and the def2-TZVPD basis) of C44H70AsBr2ErN2Si2Te as an isolated structure at a distorted geometry.

As for the HOMO energy (alpha / beta): -13.092 / -13.091 eV. Its net charge is +2. Its multiplicity is 4. The HOMO-LUMO gap (alpha / beta) is 0.252 / 0.253 Eh.

Geometry as XYZ:
```
123
Properties=species:S:1:pos:R:3:mulliken_spin:R:1
Er 0.130 1.100 0.670 3.0463
C 1.092 0.106 2.818 0.0009
C -0.275 0.165 3.091 -0.0150
C -0.668 1.565 3.141 0.0009
C 0.570 2.311 2.937 -0.0099
C 1.665 1.394 2.775 0.0008
C 3.188 1.649 2.625 -0.0032
C 3.864 0.427 2.047 0.0004
C 3.731 2.067 4.033 -0.0008
C 3.480 2.880 1.761 -0.0011
C -1.941 2.376 3.572 -0.0026
C -1.880 2.570 5.110 -0.0010
C -3.322 1.917 3.183 -0.0003
C -1.875 3.817 3.010 -0.0009
C -0.990 -1.106 3.540 -0.0045
C -2.236 -1.521 2.688 0.0021
C -1.502 -0.837 4.955 0.0000
C -0.028 -2.308 3.734 -0.0009
H 1.740 -0.751 2.695 0.0022
H 0.797 3.387 2.952 -0.0010
H 3.853 -0.451 2.753 0.0001
H 4.896 0.620 1.823 0.0002
H 3.402 0.124 1.096 -0.0001
H 3.567 1.309 4.848 0.0001
H 3.287 3.035 4.368 -0.0001
H 4.778 2.214 3.959 0.0000
H 2.982 2.881 0.770 0.0013
H 4.599 3.005 1.610 0.0001
H 3.237 3.854 2.313 0.0001
H -0.965 2.263 5.551 0.0002
H -2.716 2.069 5.612 0.0002
H -1.983 3.667 5.310 0.0000
H -3.625 0.962 3.690 0.0000
H -3.507 1.816 2.080 0.0005
H -4.045 2.656 3.568 0.0001
H -0.981 4.317 3.260 0.0002
H -2.716 4.378 3.469 0.0001
H -1.892 3.750 1.949 0.0004
H -2.815 -0.586 2.463 -0.0004
H -2.849 -2.258 3.237 0.0001
H -1.943 -2.010 1.759 -0.0017
H -2.209 0.027 5.020 0.0002
H -0.753 -0.552 5.669 -0.0003
H -2.000 -1.738 5.381 0.0000
H 0.445 -2.717 2.810 0.0008
H -0.492 -3.171 4.240 -0.0001
H 0.804 -2.012 4.390 0.0000
Br -2.020 7.531 -1.044 0.0001
C -1.392 5.838 -0.793 -0.0006
C -0.074 5.583 -0.408 0.0005
C 0.308 4.288 -0.091 0.0018
N -0.534 3.246 -0.069 -0.0039
C -1.784 3.443 -0.500 0.0057
C -2.295 4.751 -0.782 0.0011
C -2.651 2.271 -0.601 0.0015
C -4.008 2.312 -0.932 -0.0008
C -4.754 1.087 -0.864 0.0013
Br -6.557 1.122 -1.348 0.0000
C -4.056 -0.078 -0.514 -0.0032
C -2.719 -0.021 -0.213 0.0070
N -2.049 1.124 -0.238 -0.0191
H 0.653 6.424 -0.342 -0.0001
H 1.285 4.186 0.325 -0.0021
H -3.355 4.919 -0.898 0.0001
H -4.575 3.192 -1.111 -0.0002
H -4.568 -1.053 -0.521 -0.0002
H -2.174 -0.933 0.076 -0.0012
C 0.861 -5.937 -1.437 0.0000
Si 0.314 -5.385 0.277 0.0000
C 1.832 -5.258 1.396 0.0001
C -1.112 -6.289 1.033 -0.0001
C -0.538 -3.670 0.212 -0.0004
Te 0.491 -1.995 -0.518 0.0001
C 0.011 -2.411 -2.556 -0.0014
Si -1.721 -2.527 -3.395 0.0002
C -1.454 -3.275 -5.090 0.0000
C -2.097 -0.664 -3.529 -0.0007
C -3.043 -3.430 -2.402 0.0002
H 1.210 -6.882 -1.385 0.0000
H 1.674 -5.330 -1.813 0.0000
H 0.024 -5.878 -2.172 0.0000
H 2.571 -4.705 0.808 0.0000
H 2.289 -6.278 1.412 0.0000
H 1.612 -4.800 2.338 -0.0002
H -2.063 -5.749 1.073 0.0000
H -0.783 -6.456 2.098 0.0000
H -1.251 -7.275 0.593 0.0000
H -0.649 -3.469 1.272 0.0008
H -1.564 -3.693 -0.228 -0.0001
H 0.528 -3.290 -2.793 -0.0002
H 0.404 -1.601 -3.119 0.0014
H -0.591 -2.816 -5.662 0.0000
H -2.365 -2.969 -5.594 0.0000
H -1.396 -4.380 -5.135 0.0000
H -1.382 -0.102 -4.139 0.0001
H -1.961 -0.137 -2.553 0.0009
H -3.079 -0.400 -3.921 -0.0001
H -2.804 -4.467 -2.126 -0.0001
H -3.929 -3.508 -2.978 -0.0001
H -3.330 -2.963 -1.454 -0.0001
C 2.832 3.077 -2.128 -0.0005
As 2.079 1.383 -1.753 -0.0002
C 3.792 0.309 -1.742 -0.0004
C 1.124 0.917 -3.409 -0.0010
C 1.996 0.598 -4.604 -0.0002
C 2.377 1.488 -5.594 -0.0004
C 3.281 1.154 -6.596 0.0000
C 3.715 -0.130 -6.657 -0.0002
C 3.322 -1.104 -5.773 0.0000
C 2.510 -0.697 -4.686 0.0005
H 3.007 3.207 -3.206 -0.0002
H 3.671 3.225 -1.434 0.0000
H 2.106 3.851 -1.963 0.0002
H 4.356 0.568 -2.594 -0.0002
H 3.611 -0.754 -1.788 -0.0001
H 4.281 0.667 -0.827 0.0003
H 0.588 1.856 -3.601 0.0000
H 0.477 0.118 -3.168 0.0006
H 1.919 2.470 -5.555 0.0000
H 3.518 1.931 -7.334 0.0000
H 4.318 -0.401 -7.511 0.0000
H 3.602 -2.122 -6.051 0.0000
H 2.228 -1.513 -4.006 -0.0001
```

Entry 2:
The following is a DFT calculation (the ωB97M-V functional and the def2-TZVPD basis) of C38H33BaCl5N6O3S3 as an isolated structure at a distorted geometry.

As for the HOMO energy: -6.747 eV. As for the relative energy (zero: lowest compared OMol25 entry of this formula, charge and spin): 1.5481 eV. Its multiplicity is 1. The HOMO-LUMO gap is 0.206 Eh.

Geometry as XYZ:
```
89
Properties=species:S:1:pos:R:3:lowdin_charge:R:1
Ba 14.608 13.546 12.151 1.6962
C 15.936 8.690 12.585 -0.0347
C 15.051 9.342 13.600 -0.2202
C 13.726 8.990 13.835 0.0200
C 12.858 9.691 14.796 -0.0922
C 11.493 9.558 15.036 -0.0083
N 10.558 8.797 14.404 0.0174
C 10.815 7.864 13.332 -0.1774
C 11.191 8.447 12.012 -0.2038
C 10.351 9.539 11.461 -0.1715
N 10.551 10.786 12.191 0.0875
C 9.633 11.345 12.910 -0.0109
C 9.874 12.585 13.528 -0.1179
C 8.852 13.228 14.272 0.0010
C 9.039 14.428 14.879 -0.2460
C 7.900 15.105 15.629 -0.0401
C 10.254 15.089 14.616 0.0260
C 11.170 14.634 13.731 -0.1407
C 12.393 15.415 13.426 -0.1905
N 13.336 15.644 14.261 0.0516
C 13.371 15.028 15.604 -0.2312
C 14.667 15.200 16.331 -0.1645
C 15.894 14.707 15.532 -0.2150
N 15.597 13.457 14.852 -0.0620
C 15.301 12.506 15.646 -0.1129
C 14.698 11.280 15.069 -0.1498
C 15.459 10.588 14.209 0.0083
C 13.452 10.771 15.568 -0.3698
O 12.866 11.356 16.474 0.0346
C 11.073 13.314 13.225 -0.2900
O 12.067 12.714 12.656 -0.2151
H 16.643 9.433 12.142 0.1017
H 16.513 7.785 12.835 0.0905
H 15.314 8.367 11.802 0.0523
H 13.359 8.141 13.349 0.0717
H 11.010 10.139 15.830 0.1474
H 9.736 8.666 14.970 0.1398
H 11.586 7.213 13.707 0.1176
H 9.870 7.293 13.293 0.1394
H 12.224 8.723 11.998 0.0664
H 11.154 7.628 11.321 0.1272
H 10.586 9.756 10.363 0.0779
H 9.253 9.258 11.540 0.1492
H 11.457 11.196 12.153 0.0936
H 8.667 10.879 13.121 0.1501
H 7.907 12.746 14.198 0.1146
H 6.988 15.105 15.042 0.0765
H 7.684 14.565 16.570 0.0879
H 8.094 16.130 15.858 0.0626
H 10.427 16.013 15.142 0.1304
H 12.625 15.854 12.418 0.0921
H 12.646 15.472 16.295 0.1269
H 13.145 13.975 15.566 0.1009
H 14.809 16.117 16.851 0.1049
H 14.449 14.428 17.111 0.1180
H 16.197 15.416 14.753 0.1037
H 16.785 14.571 16.124 0.1143
H 15.431 12.496 16.738 0.1531
H 16.432 10.939 13.967 0.1107
Cl 9.652 13.082 6.370 0.6621
C 10.876 13.060 7.599 -0.7049
C 11.532 14.179 8.121 -0.6598
Cl 11.021 15.809 7.804 0.6771
C 12.619 14.034 9.011 -0.5471
Cl 13.497 15.416 9.684 0.6513
C 13.083 12.735 9.342 -0.5409
O 14.067 12.498 10.125 -0.4978
C 12.308 11.654 8.896 -0.6066
Cl 12.845 10.128 9.480 0.7881
C 11.234 11.816 8.072 -0.6987
Cl 10.528 10.368 7.417 0.6715
S 17.708 13.691 6.253 0.5219
C 18.144 13.750 7.880 -1.1598
S 17.519 12.767 9.078 0.9476
C 18.196 13.828 10.345 -1.1116
N 19.002 14.718 9.852 0.0296
N 19.004 14.627 8.483 -0.1848
C 19.821 15.506 7.671 -0.2271
C 19.623 16.904 7.833 0.0007
C 20.421 17.754 7.039 -0.0829
C 21.291 17.211 6.106 -0.1013
C 21.381 15.831 5.959 -0.1032
C 20.711 14.941 6.758 -0.0610
S 17.735 13.532 12.016 0.2709
H 18.810 17.301 8.437 0.1128
H 20.316 18.847 7.215 0.1101
H 21.897 17.740 5.428 0.0831
H 22.141 15.422 5.210 0.1281
H 20.835 13.832 6.636 0.1327
```

Entry 3:
The following is a DFT calculation (the ωB97M-V functional and the def2-TZVPD basis) of C6H7F2NO as an isolated structure at a distorted geometry.

As for the HOMO energy: -8.883 eV. As for the relative energy (zero: lowest compared OMol25 entry of this formula, charge and spin): 2.0354 eV. Its multiplicity is 1. The HOMO-LUMO gap is 0.355 Eh.

Geometry as XYZ:
```
17
Properties=species:S:1:pos:R:3:nbo_charge:R:1
C 0.354 1.797 0.687 -0.1691
C -0.973 1.635 0.019 -0.4213
C 1.339 0.885 0.613 -0.2282
C -1.394 0.400 -0.193 0.2891
C 1.083 -0.387 -0.128 -0.0215
C -0.106 -1.088 0.320 0.6048
N -0.358 -2.300 -0.307 -0.8263
O 1.099 -0.312 -1.465 -0.6804
F -2.566 0.033 -0.721 -0.3375
F -0.519 -1.039 1.601 -0.3247
H 0.620 2.764 1.181 0.2192
H -1.618 2.583 -0.230 0.2272
H 2.269 1.000 1.195 0.2203
H 1.995 -1.121 0.233 0.1825
H -0.319 -2.163 -1.258 0.3977
H -1.151 -2.740 0.124 0.3954
H 0.246 0.053 -1.671 0.4728
```

Entry 4:
The following is a DFT calculation (the ωB97M-V functional and the def2-TZVPD basis) of a 2-piece molecular cluster, C7H16N2 overall at a distorted geometry.

As for the HOMO energy (alpha / beta): -6.837 / -7.306 eV. As for the relative energy (zero: lowest compared OMol25 entry of this formula, charge and spin): 7.5510 eV. Its multiplicity is 1. The HOMO-LUMO gap (alpha / beta) is 0.281 / 0.301 Eh.

Geometry as XYZ:
```
25
Properties=species:S:1:pos:R:3:nbo_charge:R:1
C 1.168 -0.359 0.453 0.3148
C 1.352 -1.701 -0.181 -0.6942
C -1.520 1.393 0.816 -0.6899
C -2.356 -0.953 0.687 -0.6792
C -1.807 0.344 -1.586 -0.6780
C 3.034 0.836 -0.595 -0.4340
C -1.743 0.210 -0.006 0.1420
N 1.955 0.062 1.531 -0.5181
N 1.871 0.762 0.212 -0.3043
H 0.601 -1.774 -0.943 0.2211
H 1.009 -2.341 0.489 0.2252
H 2.260 -1.914 -0.835 0.2170
H -0.656 2.018 0.470 0.2245
H -1.211 1.206 1.766 0.2067
H -2.348 2.048 0.864 0.2009
H -3.378 -0.704 0.808 0.2049
H -2.357 -1.970 0.198 0.2092
H -1.892 -1.133 1.615 0.2172
H -1.725 -0.688 -1.897 0.2071
H -0.989 0.849 -2.107 0.2274
H -2.862 0.581 -1.787 0.2125
H 3.250 -0.039 -1.366 0.1842
H 3.012 1.775 -1.060 0.2074
H 3.839 0.950 0.110 0.2185
H 1.493 0.540 2.345 0.3571
```